# 1
Computed, not measured: a gas-phase ion, C7H7NO5 (charge -2) at a distorted geometry, with ωB97M-V/def2-TZVPD.

Output
**Multiplicity**: 1
**E_HOMO**: -0.931 eV
**SMILES string**: C[C@H]1CC(=O)NC1(C(=O)[O-])C(=O)[O-]
**Total charge**: -2
**Energy relative to the best compared isomer or geometry (same formula, charge and spin)**: 17.09 kJ/mol

The geometry in XYZ format:
```
20
Properties=species:S:1:pos:R:3:forces:R:3
C -1.300244 -1.525989 0.373433 -1.9 0.0 -2.7
C -0.726395 -0.410014 -0.450728 -0.2 2.8 0.3
C -1.390992 1.076874 -0.216813 0.6 -0.4 -0.7
C -0.260871 2.117545 -0.071018 0.2 -1.5 0.0
O -0.363071 3.341871 -0.178591 -0.4 0.3 0.1
N 0.833928 1.410174 0.067950 -2.2 -2.9 0.1
C 0.730454 -0.117145 -0.024001 0.0 1.4 -0.7
C 1.126161 -0.721018 1.390540 1.5 0.9 0.8
O 1.309375 0.138467 2.292324 -0.6 0.0 -0.2
O 1.358026 -1.934583 1.515556 -0.6 -0.6 -0.7
C 1.736204 -0.512804 -1.142562 1.9 0.1 1.1
O 2.778079 0.215658 -1.151153 -0.5 -0.1 -0.4
O 1.531697 -1.532295 -1.811904 -0.7 -0.2 -0.5
H -1.238320 -1.357287 1.392636 0.0 0.5 2.1
H -0.701788 -2.418711 0.165922 -0.6 -0.1 -0.1
H -2.394946 -1.512501 0.032127 1.1 -0.9 0.7
H -0.875767 -0.658529 -1.546639 0.7 0.3 1.2
H -2.086285 1.213288 0.606471 -0.3 -0.3 0.0
H -1.788246 1.474075 -1.147429 -0.9 -0.4 -0.1
H 1.722996 1.712918 -0.096117 2.9 1.2 -0.3
```
Positions in Å, forces in eV/Å.


# 2
Computed, not measured: 12 unconnected molecules or ions with the total composition C56H81F5O11S2 at a distorted geometry, with ωB97M-V/def2-TZVPD.

Output
**Multiplicity**: 1
**E_HOMO**: -9.249 eV
**SMILES string**: CCOS(C)(=O)=O.CCOS(C)(=O)=O.Fc1ccccc1.Fc1ccccc1.Fc1ccccc1.Fc1ccccc1.Fc1ccccc1.C1CCOC1.C1CCOC1.C1CCOC1.C1CCOC1.C1CCOC1
**Total charge**: 0

The geometry in XYZ format:
```
155
Properties=species:S:1:pos:R:3:forces:R:3
C -31.012640 -21.432640 -9.109340 0.7 -1.3 0.2
C -29.734130 -22.271940 -9.403980 -2.2 1.3 0.0
O -28.779280 -21.778200 -8.454250 0.9 -1.3 0.6
S -27.502340 -22.756310 -8.265310 1.2 -0.8 1.4
C -26.705450 -22.334340 -9.806770 0.8 -0.9 -0.3
O -26.663460 -22.296360 -7.132650 -2.4 -0.7 -2.6
O -27.928510 -24.176300 -8.306020 0.7 3.0 0.0
H -30.929600 -20.352280 -9.227710 0.1 -0.2 -0.5
H -31.235540 -21.616180 -8.058280 -0.2 0.0 0.0
H -31.787090 -21.921380 -9.700500 -0.3 0.6 -0.1
H -30.027820 -23.314600 -9.282760 0.6 0.0 0.5
H -29.431420 -22.150970 -10.444080 0.5 0.2 0.1
H -26.699900 -21.286930 -10.108440 -0.3 0.0 0.6
H -27.152270 -22.951220 -10.586440 -0.1 0.1 0.1
H -25.670510 -22.659040 -9.699140 0.0 0.0 0.0
C -24.277700 -22.381160 -26.261900 -0.5 1.0 0.2
C -23.670700 -23.545460 -25.540050 -0.4 -1.7 -0.7
O -22.438930 -23.262380 -24.892280 1.7 -1.0 1.0
S -21.506750 -24.523860 -24.242710 1.2 0.8 -0.7
C -22.507560 -25.119700 -22.825370 0.6 0.3 -1.0
O -21.454700 -25.633560 -25.203210 -0.2 1.9 1.5
O -20.256430 -23.864940 -23.781570 -3.3 -1.5 -1.0
H -23.874220 -22.025810 -27.210080 0.8 -0.4 0.2
H -24.337930 -21.527370 -25.586980 -0.1 0.1 -0.1
H -25.292970 -22.645550 -26.557550 -0.2 -0.2 0.4
H -24.372180 -23.955610 -24.813550 -0.2 0.4 0.3
H -23.575880 -24.369310 -26.247420 0.5 -0.1 -0.1
H -22.699660 -24.298760 -22.134530 0.0 -0.2 -0.1
H -21.930370 -25.932440 -22.384460 0.1 0.2 0.1
H -23.396320 -25.569130 -23.268340 -0.1 0.3 0.1
F -22.977830 -27.566820 -17.578330 0.5 -0.2 -0.3
C -22.169990 -27.525040 -16.502700 0.7 -0.2 1.3
C -20.841630 -27.985780 -16.500810 -1.1 -0.3 -1.3
C -20.066370 -27.940080 -15.366300 -0.8 0.5 -0.1
C -20.604320 -27.372230 -14.219620 -0.1 1.1 0.4
C -21.916280 -26.845230 -14.184840 0.5 -1.6 -1.4
C -22.718690 -27.029050 -15.334810 0.5 0.8 0.7
H -20.418750 -28.410940 -17.399030 -0.1 0.0 -0.2
H -19.044320 -28.278630 -15.451210 0.0 0.0 0.3
H -19.896980 -27.186360 -13.424930 -0.3 -0.1 0.5
H -22.379700 -26.419070 -13.307330 0.3 0.1 0.1
H -23.732260 -26.656240 -15.325880 -0.1 -0.1 -0.1
F -21.552820 -16.051740 -23.233410 -0.5 0.0 -0.4
C -20.709980 -16.729050 -22.449580 0.9 0.4 1.5
C -19.853700 -15.978500 -21.640100 0.4 -1.0 0.1
C -18.967400 -16.681650 -20.794530 -1.0 2.2 -0.7
C -18.967300 -18.025610 -20.810920 0.9 -1.8 -0.1
C -19.767910 -18.763780 -21.680310 0.2 -0.1 0.5
C -20.729870 -18.128080 -22.425830 -0.2 1.3 -0.9
H -19.796300 -14.900190 -21.658980 -0.3 0.0 -0.2
H -18.295640 -16.094040 -20.186390 0.1 -0.2 0.2
H -18.226100 -18.555980 -20.231490 0.0 -0.1 0.1
H -19.544320 -19.817240 -21.761690 -0.5 -0.2 0.0
H -21.467080 -18.564780 -23.083270 0.2 -0.6 0.0
F -27.767640 -25.307100 -17.597980 0.5 -0.6 -0.4
C -28.272930 -25.641970 -18.809850 -0.2 1.9 -1.4
C -27.612840 -25.327970 -20.016340 0.6 -0.6 2.0
C -28.304230 -25.428370 -21.190020 -0.4 -0.9 -0.8
C -29.646230 -25.814500 -21.216800 -0.7 0.7 0.2
C -30.347610 -25.948330 -20.024080 0.8 0.1 -0.1
C -29.620350 -25.854760 -18.856470 -0.6 -0.4 1.4
H -26.571300 -25.047520 -19.962030 0.1 0.1 -0.2
H -27.784010 -25.293000 -22.126740 0.0 0.2 -0.1
H -30.225100 -25.826330 -22.128490 0.3 -0.1 -0.3
H -31.422240 -26.014140 -19.939050 0.0 -0.3 -0.3
H -30.100630 -25.866350 -17.889210 -0.3 -0.1 0.1
F -28.875480 -19.531200 -14.422590 0.5 0.1 0.4
C -29.565620 -19.200370 -15.515320 -0.4 0.0 -0.9
C -29.844830 -20.223690 -16.429770 -0.3 0.8 0.7
C -30.734330 -19.951360 -17.462800 0.9 -1.8 -0.2
C -31.216270 -18.713040 -17.693570 -0.3 2.0 0.4
C -30.827950 -17.671690 -16.843010 0.4 -0.4 0.2
C -30.003450 -17.890620 -15.718880 -0.9 -0.2 -1.3
H -29.436300 -21.210390 -16.268710 0.0 0.0 0.1
H -30.996350 -20.753850 -18.136410 0.0 -0.2 0.0
H -31.892380 -18.517960 -18.512840 0.0 0.0 -0.1
H -31.161870 -16.667110 -17.056810 -0.1 0.1 0.1
H -29.815610 -17.010350 -15.122030 0.4 -0.4 0.5
F -13.657020 -19.674410 -17.782150 0.1 0.5 0.3
C -14.224540 -18.657090 -17.098860 -0.8 0.2 0.8
C -15.417540 -18.888540 -16.421240 0.1 -0.1 -0.2
C -16.123200 -17.855100 -15.791990 0.5 0.5 -0.1
C -15.633050 -16.537050 -15.790480 0.8 -1.3 -1.3
C -14.417310 -16.358050 -16.493100 -1.3 0.8 1.1
C -13.702260 -17.377960 -17.064740 0.3 0.1 -1.1
H -15.811200 -19.893820 -16.450510 -0.2 -0.1 0.1
H -17.085360 -18.082780 -15.357450 0.0 0.0 0.2
H -16.213540 -15.704110 -15.422190 0.1 0.0 0.2
H -14.041270 -15.360970 -16.668690 0.1 0.2 0.3
H -12.861510 -17.024640 -17.643280 0.4 -0.7 -0.1
C -23.125300 -13.607170 -16.980530 0.5 0.6 0.0
C -23.749200 -12.289810 -16.519560 -1.1 1.4 0.6
C -24.439540 -12.582560 -15.108070 2.1 -1.9 -2.2
O -23.731160 -13.853650 -14.795810 0.1 0.8 1.2
C -22.567460 -14.092430 -15.639880 -1.9 -0.8 0.2
H -22.401430 -13.543260 -17.792960 0.3 0.5 0.2
H -23.901560 -14.238680 -17.412610 -0.1 -0.4 0.6
H -24.459360 -11.797200 -17.183720 -0.2 -0.5 -0.3
H -23.027440 -11.484150 -16.385120 0.5 -0.3 0.2
H -25.495780 -12.843630 -15.173650 0.1 0.0 -0.1
H -24.311620 -11.778100 -14.383780 0.4 -0.2 0.1
H -22.376000 -15.161080 -15.542710 -0.4 -0.2 -0.4
H -21.628730 -13.699240 -15.249650 -0.1 1.1 -0.2
C -23.883910 -21.305010 -16.167920 -1.8 -0.8 0.1
C -22.762110 -21.481260 -17.147460 -1.1 -0.5 -1.8
C -21.764180 -20.468920 -16.690470 1.3 -0.3 -1.0
O -22.248540 -19.836470 -15.552110 0.2 0.2 1.3
C -23.679070 -19.924540 -15.610280 1.1 0.5 0.5
H -23.819330 -22.155870 -15.489710 0.1 0.6 0.9
H -24.906200 -21.403150 -16.533160 0.0 0.0 -0.6
H -23.069900 -21.249320 -18.167050 -0.2 0.2 -0.1
H -22.427320 -22.513870 -17.246060 0.3 0.0 0.5
H -21.615940 -19.752790 -17.498740 0.2 0.3 0.0
H -20.827970 -21.008290 -16.546650 0.3 0.6 0.6
H -23.975700 -19.083030 -16.236350 -0.6 -0.3 -0.7
H -24.112670 -19.673460 -14.642270 0.2 -0.5 0.2
C -18.448870 -21.366550 -11.597830 -1.4 -0.8 0.0
C -17.933950 -21.370870 -10.156750 -0.3 -0.4 -0.5
C -17.792290 -22.898360 -9.863880 -0.6 1.4 -1.0
O -18.916430 -23.532060 -10.592540 0.9 1.3 0.2
C -19.451050 -22.567020 -11.554340 1.5 0.3 0.3
H -17.672870 -21.452160 -12.358490 0.2 -0.4 0.2
H -19.034880 -20.491220 -11.877970 0.1 0.3 0.2
H -18.681290 -20.971770 -9.470960 0.0 0.3 -0.1
H -17.039910 -20.747340 -10.160150 0.2 -0.4 0.7
H -17.845530 -23.106210 -8.795190 -0.1 -0.3 -0.2
H -16.814120 -23.151020 -10.273080 -0.1 -0.8 0.0
H -20.387200 -22.132290 -11.203980 -0.3 -0.5 0.1
H -19.572080 -23.062360 -12.517720 -0.1 0.0 0.1
C -27.164560 -17.668320 -21.113940 1.5 0.7 -0.2
C -28.108350 -18.368620 -22.058480 -0.9 -0.9 0.4
C -27.541810 -19.809320 -22.035040 -0.5 1.3 -0.2
O -26.131730 -19.651110 -21.801790 0.1 -0.3 0.3
C -25.831500 -18.279380 -21.504740 -0.3 0.6 -0.9
H -27.234690 -17.895430 -20.050180 -1.0 -0.1 0.0
H -27.094580 -16.586240 -21.224940 -0.3 0.1 0.0
H -28.178080 -18.063430 -23.102560 0.7 0.7 0.2
H -29.137050 -18.307120 -21.703400 -0.1 -0.3 0.1
H -27.741880 -20.277240 -22.998950 0.4 -0.3 0.0
H -28.087740 -20.358640 -21.268040 0.6 -0.4 0.3
H -25.465040 -17.752730 -22.385900 0.0 -0.3 -0.6
H -25.031300 -18.089820 -20.789300 -0.1 -0.9 0.5
C -24.502230 -15.358940 -9.749580 -0.4 0.2 -0.5
C -23.588470 -16.333060 -10.478320 0.2 0.3 -1.0
C -23.187680 -17.334910 -9.427270 -0.6 1.1 0.4
O -24.386110 -17.410650 -8.629510 0.9 -2.0 0.0
C -25.203630 -16.285820 -8.784910 0.6 0.7 0.9
H -25.291900 -14.887260 -10.334430 0.4 0.1 -0.5
H -23.932040 -14.542230 -9.306910 0.0 -0.2 0.4
H -22.731450 -15.844270 -10.941670 0.0 0.0 -0.1
H -24.158240 -16.858060 -11.245020 0.0 0.0 -0.2
H -22.367290 -16.954570 -8.818670 0.1 0.1 0.2
H -22.831650 -18.278770 -9.840140 -0.6 -0.3 0.2
H -25.234620 -15.816780 -7.801470 -0.7 0.1 0.1
H -26.192380 -16.581660 -9.135550 -0.1 0.0 0.1
```
Positions in Å, forces in eV/Å.


# 3
Computed, not measured: a molecular structure, C2H3ClF2 at a distorted geometry, with ωB97M-V/def2-TZVPD.

Output
**Multiplicity**: 1
**E_HOMO**: -10.881 eV
**Total charge**: 0
**Energy relative to the best compared isomer or geometry (same formula, charge and spin)**: 275.41 kJ/mol

The geometry in XYZ format:
```
8
Properties=species:S:1:pos:R:3:forces:R:3
C -0.583692 -0.310479 0.123571 -3.9 -1.4 2.3
C 0.710658 0.156523 -0.138402 4.6 -0.4 1.2
H -0.469954 -1.437340 0.443896 -1.0 2.2 -0.8
H -1.002158 0.391036 0.901903 1.7 -1.6 0.6
H 1.020398 0.057921 1.210004 0.8 0.0 -4.2
F 0.811230 1.386047 -0.542856 -0.2 2.1 0.2
F 1.509307 -0.486436 -1.180043 -1.5 -0.1 2.7
Cl -1.995792 0.242725 -0.818075 -0.4 -0.8 -2.0
```
Positions in Å, forces in eV/Å.


# 4
Computed, not measured: 2 unconnected molecules or ions with the total composition CH3NO3 at a distorted geometry, with ωB97M-V/def2-TZVPD.

Output
**Multiplicity**: 1
**E_HOMO (spin up / spin down)**: -10.286 / -9.351 eV
**Total charge**: 0
**Energy relative to the best compared isomer or geometry (same formula, charge and spin)**: 519.55 kJ/mol

The geometry in XYZ format:
```
8
Properties=species:S:1:pos:R:3:forces:R:3
C -0.061147 0.116391 -0.460655 1.4 0.9 3.1
N 0.849869 2.948005 -0.032298 -2.5 -3.7 -1.3
O 1.329494 2.578322 0.942475 1.8 0.1 2.5
O 0.774898 3.796795 -0.785975 0.4 3.1 -1.5
O -0.510555 1.321546 -0.777707 -0.4 3.3 -0.6
H -0.771110 -0.299262 0.256955 0.4 -0.7 0.4
H 0.997329 0.324774 0.069726 -1.9 -1.1 -1.0
H -0.018625 -0.419722 -1.342603 0.9 -1.8 -1.7
```
Positions in Å, forces in eV/Å.


# 5
Computed, not measured: 2 unconnected molecules or ions with the total composition C3H3NO, with ωB97M-V/def2-TZVPD.

Output
**Multiplicity**: 1
**E_HOMO**: -10.458 eV
**Total charge**: 0
**Energy relative to the best compared isomer or geometry (same formula, charge and spin)**: 461.84 kJ/mol

The geometry in XYZ format:
```
8
Properties=species:S:1:pos:R:3:forces:R:3
O -0.765909 -1.528643 -0.578845 -0.2 0.4 0.3
C 1.381902 -0.012877 -0.461741 -0.2 0.4 0.3
C 1.026688 0.958244 0.184038 0.3 -0.4 -0.3
N -0.939298 0.537168 0.599479 -0.2 -0.5 -0.2
C -1.161952 -0.584808 0.063607 0.5 0.0 -0.2
H 1.656492 -0.879027 -1.023751 0.0 0.1 0.1
H 1.033515 1.898086 0.694787 0.0 -0.1 -0.1
H -2.231438 -0.388142 0.522427 -0.1 0.1 0.1
```
Positions in Å, forces in eV/Å.